1.
ORCA calculation (the ωB97M-V functional and the def2-TZVPD basis) on 7 unconnected molecules or ions with the total composition C17H49N3O8 at a distorted geometry.

Element x y z (Å)
O1 -13.6089 6.8159 -7.7572
O2 -22.8217 5.2594 -8.9641
O3 -10.2006 6.5076 -13.8269
O4 -9.6813 6.2124 -10.3834
O5 -8.7370 8.2757 -7.7179
O6 -10.7602 5.7553 -7.6296
O7 -8.2415 7.0179 -12.0205
O8 -15.4787 7.0066 -11.4787
N1 -24.3464 7.7480 -9.4721
N2 -11.6906 10.2185 -8.5066
N3 -12.9085 6.3473 -12.3197
C1 -10.6464 9.2260 -8.7633
C2 -9.9472 8.8842 -7.4623
C3 -12.8356 8.4584 -11.2563
C4 -7.3966 6.4493 -9.8620
C5 -13.1529 7.0369 -11.0441
C6 -21.8704 4.2288 -8.6551
C7 -8.5262 6.4957 -10.8205
C8 -9.5561 9.8468 -9.6552
C9 -14.5351 6.7453 -10.4863
C10 -15.9280 7.1981 -7.1526
C11 -8.2821 7.6719 -6.4952
C12 -14.4999 6.8716 -6.7158
C13 -22.9549 7.5472 -9.7808
C14 -22.1625 6.5603 -8.8775
C15 -14.0554 7.9385 -5.6646
C16 -22.1803 8.9223 -9.7315
C17 -16.8642 6.9243 -11.2025
H1 -14.6969 7.3886 -9.5938
H2 -12.8912 5.3355 -12.2332
H3 -8.9834 7.1429 -12.6476
H4 -14.5554 7.8278 -4.6864
H5 -7.4023 7.1079 -6.7701
H6 -16.6321 7.0102 -6.3232
H7 -24.3630 7.8409 -8.4183
H8 -9.9032 9.8013 -6.9172
H9 -13.3492 8.8945 -12.1797
H10 -8.7010 9.1933 -9.6890
H11 -6.3382 6.6038 -10.1710
H12 -14.6283 5.7002 -10.2031
H13 -22.4826 9.7000 -10.4806
H14 -21.1182 4.3287 -9.4696
H15 -24.8478 6.9394 -9.7583
H16 -10.7016 6.5912 -13.0530
H17 -21.1056 6.5448 -9.2358
H18 -7.9563 8.4360 -5.8385
H19 -22.3578 9.3742 -8.7496
H20 -9.2659 10.7981 -9.1397
H21 -7.6564 7.1785 -9.1018
H22 -21.3904 4.3609 -7.7175
H23 -22.7765 7.0867 -10.7501
H24 -16.2425 6.4295 -7.8948
H25 -13.0023 7.8006 -5.6549
H26 -10.2061 6.4547 -8.0078
H27 -10.9992 8.2505 -9.2293
H28 -14.2732 8.9873 -5.9173
H29 -7.4544 5.5068 -9.3926
H30 -17.1495 7.5640 -10.3841
H31 -10.8175 5.1714 -8.3548
H32 -12.4761 6.5605 -10.4052
H33 -9.9468 10.0644 -10.6921
H34 -14.6055 5.9483 -6.1520
H35 -10.5083 7.1781 -14.4112
H36 -11.7899 8.7364 -11.3712
H37 -12.6286 6.6578 -7.4232
H38 -13.1623 9.0424 -10.3703
H39 -21.9560 6.8524 -7.7999
H40 -17.3098 7.2011 -12.1567
H41 -9.0303 7.1082 -6.0435
H42 -17.1526 5.8579 -11.0578
H43 -10.6260 8.2140 -6.8194
H44 -13.6187 6.6608 -12.9272
H45 -22.4518 3.3395 -8.6885
H46 -12.3952 9.8599 -7.8332
H47 -16.0097 8.2108 -7.6516
H48 -21.0532 8.7628 -9.7713
H49 -12.1676 10.5517 -9.3694

Energy above the lowest of the compared OMol25 structures with the same formula, charge and spin, kcal per mole: 0.0
SMILES: COC[C@H](C)N.COC[C@H](C)N.COC[C@H](C)N.CC(=O)O.CC(C)O.O.O
Molar mass, g mol⁻¹: 423.592

Calculated atomic charges, method Löwdin, unit e:
1. O -0.08
2. O -0.21
3. O -0.01
4. O 0.02
5. O -0.22
6. O -0.03
7. O 0.11
8. O -0.21
9. N 0.04
10. N 0.04
11. N 0.06
12. C -0.45
13. C -0.27
14. C -0.07
15. C 0.01
16. C -0.43
17. C -0.10
18. C -0.50
19. C -0.04
20. C -0.21
21. C -0.07
22. C -0.05
23. C -0.53
24. C -0.45
25. C -0.22
26. C -0.05
27. C -0.07
28. C -0.09
29. H 0.10
30. H 0.09
31. H 0.07
32. H 0.08
33. H 0.09
34. H 0.08
35. H 0.11
36. H 0.12
37. H 0.11
38. H 0.05
39. H 0.11
40. H 0.13
41. H 0.08
42. H 0.10
43. H 0.06
44. H -0.03
45. H 0.11
46. H 0.08
47. H 0.06
48. H 0.10
49. H 0.06
50. H 0.07
51. H 0.13
52. H 0.07
53. H 0.04
54. H 0.01
55. H 0.12
56. H 0.08
57. H 0.08
58. H 0.08
59. H 0.02
60. H 0.10
61. H 0.09
62. H 0.13
63. H 0.05
64. H 0.06
65. H 0.12
66. H 0.07
67. H 0.14
68. H 0.09
69. H 0.06
70. H 0.09
71. H 0.13
72. H 0.06
73. H 0.08
74. H 0.08
75. H 0.10
76. H 0.08
77. H 0.08

2.
ORCA calculation (the ωB97M-V functional and the def2-TZVPD basis) on 7 unconnected molecules or ions with the total composition C17H50N4O11 at a distorted geometry.

Element x y z (Å)
O1 15.5560 13.6023 11.4390
O2 9.4857 11.8293 15.3635
O3 12.9078 15.8647 8.9312
O4 9.7767 6.8253 12.6555
O5 8.1049 10.3721 9.6036
O6 6.0155 12.1561 9.7139
O7 14.2794 13.0898 13.9655
O8 11.5348 9.8158 6.2909
O9 12.6507 9.6888 8.9641
O10 11.0726 12.0925 13.0700
O11 12.7945 12.9504 16.5414
N1 10.8591 10.4749 11.4062
N2 12.8828 14.5329 11.4518
N3 10.1304 7.9281 16.1801
N4 12.9986 11.0908 12.1979
C1 8.7989 7.7713 12.2659
C2 16.0687 12.6919 12.3760
C3 12.1974 13.9804 10.2430
C4 12.2704 8.4927 8.2651
C5 13.0434 14.4575 8.9973
C6 11.1313 8.7459 7.1889
C7 10.6653 11.7266 16.1418
C8 10.7482 14.2792 10.0449
C9 15.7284 13.0770 13.8450
C10 12.0294 7.8907 14.4749
C11 9.8987 6.7397 14.1137
C12 11.5658 11.2839 12.2773
C13 11.4327 13.0303 16.1054
C14 7.2960 12.6222 9.1698
C15 10.5558 7.9332 14.7056
C16 13.6766 16.4625 7.9070
C17 8.1051 11.3690 8.6087
H1 12.8487 12.7797 17.4978
H2 8.8621 8.6995 12.8250
H3 10.2136 8.8586 14.2771
H4 12.4020 6.9982 14.9775
H5 10.3548 11.4406 17.1523
H6 12.9635 10.3161 8.2925
H7 17.1500 12.6566 12.1554
H8 7.8540 13.0326 9.9839
H9 8.8882 6.5520 14.4337
H10 7.7911 7.3249 12.3499
H11 13.1509 8.0511 7.7256
H12 13.3714 16.0901 6.9122
H13 14.0847 13.0685 14.9186
H14 12.5769 14.1081 12.3371
H15 5.6505 11.7395 8.9035
H16 13.5808 11.7442 12.6919
H17 12.3896 7.7799 13.4644
H18 12.7741 13.9450 8.0352
H19 11.3685 9.9383 10.7125
H20 12.5295 8.7504 14.9453
H21 12.7667 15.5521 11.4869
H22 11.4096 13.3831 15.0714
H23 10.8175 8.3197 16.7994
H24 14.6091 13.8475 11.6178
H25 10.1402 13.9158 10.8700
H26 14.0859 14.1388 9.2025
H27 14.7621 16.2425 8.0024
H28 7.6680 11.0489 7.6487
H29 15.6857 11.7010 12.0993
H30 9.2112 8.2942 16.4425
H31 9.9023 10.6092 11.2111
H32 10.5951 15.3629 9.9898
H33 12.3650 12.8980 10.2874
H34 7.2151 10.1274 9.9032
H35 9.8468 11.9359 14.4742
H36 10.4634 5.8406 14.3243
H37 16.1385 12.3693 14.5570
H38 10.3343 13.8129 9.1350
H39 8.9482 8.0035 11.2048
H40 16.1535 14.0685 14.0514
H41 10.2628 9.1076 7.7465
H42 10.8683 13.7311 16.7501
H43 11.8360 7.7627 8.9754
H44 13.4972 17.5676 7.9375
H45 10.8582 7.8280 6.6572
H46 7.1116 13.4369 8.4498
H47 12.0916 9.4453 5.6031
H48 9.1471 11.6662 8.3677
H49 13.3566 10.5834 11.4002
H50 11.3657 10.9777 15.7429

Energy above the lowest of the compared OMol25 structures with the same formula, charge and spin, kcal per mole: 1.2
SMILES: COC[C@H](C)N.COC[C@H](C)N.NC(N)=O.OCCO.OCCO.OCCO.OCCO
Molar mass, g mol⁻¹: 486.604

Calculated atomic charges, method Löwdin, unit e:
1. O -0.11
2. O -0.07
3. O -0.20
4. O -0.19
5. O -0.09
6. O -0.09
7. O -0.11
8. O -0.08
9. O -0.10
10. O 0.00
11. O -0.08
12. N 0.20
13. N 0.05
14. N 0.05
15. N 0.17
16. C -0.13
17. C -0.26
18. C -0.39
19. C -0.21
20. C -0.20
21. C -0.20
22. C -0.28
23. C -0.07
24. C -0.18
25. C -0.06
26. C -0.18
27. C -0.56
28. C -0.24
29. C -0.19
30. C -0.43
31. C -0.12
32. C -0.23
33. H 0.10
34. H 0.07
35. H 0.10
36. H 0.08
37. H 0.12
38. H 0.09
39. H 0.12
40. H 0.09
41. H 0.11
42. H 0.09
43. H 0.12
44. H 0.08
45. H 0.06
46. H 0.07
47. H 0.09
48. H 0.03
49. H 0.08
50. H 0.13
51. H 0.07
52. H 0.08
53. H 0.10
54. H 0.11
55. H 0.05
56. H 0.03
57. H 0.07
58. H 0.11
59. H 0.09
60. H 0.11
61. H 0.10
62. H 0.08
63. H 0.06
64. H 0.08
65. H 0.11
66. H 0.10
67. H 0.03
68. H 0.12
69. H 0.11
70. H 0.08
71. H 0.07
72. H 0.12
73. H 0.10
74. H 0.13
75. H 0.12
76. H 0.10
77. H 0.12
78. H 0.12
79. H 0.08
80. H 0.11
81. H 0.08
82. H 0.11

Number 1: LUMO energy 0.52 eV. Number 2: LUMO energy 0.35 eV.